Entry 1:
Computed, not measured: one molecule with the formula C3H3FN2OS in a non-equilibrium geometry, with ωB97M-V with the def2-TZVPD basis set.

CARTESIAN COORDINATES (ANGSTROEM)
C  0.48481  -1.24623  0.60593
C  1.21250  -0.12903  0.49257
C  0.42767  0.92882  -0.07983
H  -1.24790  1.46112  -1.57656
H  -1.59022  -1.36257  0.57213
H  0.75596  -2.21558  1.00744
N  -0.79205  0.33356  -0.19260
N  -0.76621  -1.03915  0.02228
O  -1.75341  0.76907  -1.06689
F  2.48392  0.04864  0.84339
S  0.78493  2.45134  -0.62786

The calculation puts the max |F| at 0.0206 hartree/bohr.


Entry 2:
Computed, not measured: C5H12OSi as an isolated structure in a non-equilibrium geometry, with ωB97M-V with the def2-TZVPD basis set.

CARTESIAN COORDINATES (ANGSTROEM)
C  -1.89528  -1.84964  0.22071
C  -1.23701  -1.18178  -0.70970
C  1.54271  -0.43788  -0.78336
C  1.32631  1.02270  1.25345
C  0.93634  0.88691  -0.31702
O  -1.78225  1.09501  0.94039
Si  -0.97402  0.67678  -0.41481
H  -2.03573  -2.92234  0.20964
H  -2.02067  -1.36584  1.18466
H  -0.84571  -1.64787  -1.58115
H  2.45269  -0.80305  -0.33625
H  0.77468  -1.30636  -0.70224
H  1.75911  -0.42274  -1.88525
H  0.90946  1.98403  1.77417
H  2.38605  1.04651  1.29469
H  0.86162  0.08947  1.64109
H  1.34338  1.70182  -0.80420
H  -2.16015  1.93151  1.05992
H  -1.34154  1.50277  -2.04475

The calculation puts the max |F| at 0.0757 hartree/bohr.


Record order is preserved below.
Orbital gap: 8.638; 10.097 eV
Record order is preserved below.
Energy above the lowest of the compared OMol25 structures with the same formula, charge and spin: 63.5; 41.8 kcal/mol